#P
The following is a quantum chemistry calculation of a molecular structure, C2H12N2O4, from the OMol25 dataset.

As for the gap between HOMO and LUMO: 5.157 eV. Its LUMO energy is -4.14 eV.

Structure (ORCA input):
```
! wB97M-V def2-TZVPD RIJCOSX def2/J DEFGRID3
* xyz 0 1
N -1.50367 -0.76584 -1.30793
C -0.23625 -0.25702 -1.66775
C 0.75932 -0.20501 -0.34219
N 0.88086 -1.46224 0.26666
O 1.86675 0.30853 -0.86430
H -1.45291 -1.66713 -0.85196
H -2.00530 -0.10745 -0.70318
H -0.18851 0.77274 -2.04936
H 0.29981 -0.90556 -2.36298
H 0.49631 -1.30503 1.21457
H 1.84384 -1.77501 0.32617
H 1.70503 1.46440 -0.44731
H 1.30351 3.18882 0.14301
O 0.98020 2.37900 -0.26448
H 0.09679 0.39741 0.32097
H -1.59965 1.49168 1.33309
O -1.84704 0.61569 1.03419
H -1.34835 -0.14166 1.55046
H -0.91320 -0.80162 3.20675
O -0.64089 -1.12348 2.33647
*
```

The Löwdin scheme yields these atomic charges, measured in e: N 0.151; C -0.060; C -0.453; N 0.181; O 0.009; H 0.121; H 0.082; H 0.145; H 0.141; H 0.032; H 0.127; H 0.027; H 0.006; O -0.198; H 0.154; H 0.049; O -0.112; H -0.043; H -0.017; O -0.341

#Q
The following is a quantum chemistry calculation of 4 unconnected molecules or ions with the total composition C2H12N2O4, from the OMol25 dataset.

The SMILES is CNC(N)=O.O.O.O. As for the gap between HOMO and LUMO: 10.052 eV. Its LUMO energy is 0.58 eV.

Structure (ORCA input):
```
! wB97M-V def2-TZVPD RIJCOSX def2/J DEFGRID3
* xyz 0 1
C -1.90093 -0.27962 -0.76539
N -0.70963 -1.04387 -1.11056
C -0.09749 -1.65578 -0.03740
N 1.07159 -2.35109 -0.14541
O -0.68139 -1.72375 1.04688
H -1.69452 0.73485 -0.40640
H -2.46847 -0.72498 0.05641
H -2.55998 -0.09705 -1.61594
H -0.19641 -0.58595 -1.84727
H 1.55218 -2.59498 -0.99805
H 1.43549 -2.73655 0.70982
H -0.05895 1.21296 3.25433
H -0.47125 0.57046 1.79371
O -0.37375 1.34584 2.34848
H 1.02516 1.85596 1.09915
H 2.42747 1.17798 1.03982
O 1.86237 1.80694 0.59227
H 0.23867 2.33607 -1.94792
H 1.21096 1.34905 -1.26393
O 0.38889 1.40350 -1.80262
*
```

The Löwdin scheme yields these atomic charges, measured in e: C -0.105; N 0.022; C -0.619; N 0.153; O -0.007; H 0.068; H 0.084; H 0.082; H 0.097; H 0.098; H 0.101; H 0.066; H 0.014; O -0.051; H 0.016; H 0.042; O -0.068; H 0.046; H 0.033; O -0.073

Energies relative to the most stable structure, in kcal/mol: #P 159.3; #Q 0.0.